# 1
ORCA calculation (ωB97M-V/def2-TZVPD) on a molecular structure, C15H32FN2O7P3S at a distorted geometry.

Geometry as XYZ:
```
61
Properties=species:S:1:pos:R:3:nbo_charge:R:1
C -1.2647 2.7456 2.7819 -0.62
C -0.3511 2.4197 1.5845 -0.27
N -0.6608 1.0651 1.1864 -0.50
N -0.0579 0.5069 0.0412 -0.36
P 1.2831 1.6302 -0.6703 0.85
S 2.8896 1.7589 0.3547 -0.25
C 0.6820 -0.8444 0.2268 -0.13
C 1.2842 -1.0960 1.5991 -0.66
C 2.6691 -1.6740 1.5460 0.45
O 3.4542 -1.5311 0.6551 -0.67
C -0.1624 -2.0897 -0.1207 -0.18
P 0.7809 -3.6903 -0.1654 0.74
C 2.3396 -3.5419 -1.1318 -0.93
C 1.0531 -4.4156 1.5135 -0.92
O -0.8902 -2.0305 -1.3488 -0.57
C -0.8330 -0.7750 -1.9803 -0.12
C -1.1877 0.3450 -1.0043 0.20
C -2.5274 -0.0217 -0.3223 -0.46
C -3.5176 -0.6709 -1.2803 0.05
F -4.8011 -0.3255 -0.8964 -0.38
C -1.5048 1.6465 -1.7892 -0.48
C -0.9525 1.7713 -3.2196 0.08
C -0.8141 3.2946 -3.5437 -0.63
O -1.8878 1.2543 -4.1699 -0.73
H -0.7077 2.3748 3.6461 0.30
H -2.2115 2.2111 2.6693 0.17
H -1.3862 3.8189 2.8702 0.20
H -0.5986 3.1877 0.8279 0.14
H 0.6604 2.5636 1.9935 0.30
H -0.9474 0.4270 1.9072 0.43
H 0.7739 2.9229 -0.8986 0.00
H 1.5671 0.9571 -1.8874 -0.03
H 1.5306 -0.8684 -0.4654 0.25
H 0.6588 -1.8280 2.1103 0.20
H 1.3280 -0.1744 2.3201 0.43
H 2.9678 -2.2095 2.4534 0.18
H -0.9029 -2.2068 0.6746 0.20
H 2.4030 -4.2743 -1.9282 0.21
H 3.2469 -3.6123 -0.5402 0.26
H 2.3385 -2.5700 -1.6211 0.23
H 0.5008 -3.9408 2.3126 0.26
H 2.1207 -4.4451 1.7123 0.24
H 0.7421 -5.4534 1.4562 0.21
H 0.1677 -0.6686 -2.4035 0.18
H -1.5039 -0.8274 -2.8256 0.21
H -2.9698 0.8718 0.0935 0.24
H -2.3762 -0.7172 0.4945 0.23
H -3.3924 -0.2251 -2.2661 0.15
H -3.3990 -1.7417 -1.3747 0.19
H -2.5801 1.6686 -1.9508 0.24
H -1.3278 2.5409 -1.2117 0.24
H 0.0416 1.3648 -3.3467 0.18
H 0.2051 3.5044 -3.8535 0.21
H -1.4313 3.5187 -4.4069 0.22
H -1.1178 3.9325 -2.7236 0.21
H -1.3951 0.6531 -4.7303 0.47
O 1.2963 0.8328 3.1185 -1.24
P 2.4163 0.7145 4.2388 2.52
O 1.8444 1.1873 5.5944 -1.29
O 3.6380 1.5712 3.8251 -1.30
O 2.7770 -0.7921 4.2694 -1.31
```

Results
**HOMO energy**: 1.6 eV
**Gap between HOMO and LUMO**: 1.64 eV
**Total charge**: -2
**E_LUMO**: 0.120 hartree

***

# 2
ORCA calculation (ωB97M-V/def2-TZVPD) on a molecular structure, C17H34OP2W at a distorted geometry.

Geometry as XYZ:
```
55
Properties=species:S:1:pos:R:3:lowdin_spin:R:1
P 4.9279 0.1965 -2.5430 0.01
P 5.3053 -1.5369 0.9511 0.00
C 6.3432 -0.1277 -1.3935 0.00
C 6.4243 -1.4299 -0.5525 0.00
H 6.4661 0.7676 -0.7596 0.00
H 7.2092 -0.1310 -2.0762 0.00
H 6.2395 -2.3239 -1.1734 0.00
H 7.4404 -1.5168 -0.1347 0.00
C 6.3177 -0.4769 2.0546 0.00
H 5.7845 -0.3777 3.0095 0.00
H 6.4780 0.5226 1.6207 0.00
H 7.2849 -0.9745 2.2163 0.00
C 5.7767 -3.2113 1.5317 0.00
H 6.8043 -3.1835 1.9246 0.00
H 5.7059 -3.9347 0.7035 0.00
H 5.0823 -3.4988 2.3339 0.00
C 5.4857 1.6709 -3.4353 0.00
H 4.6738 2.0503 -4.0673 0.00
H 6.3439 1.3956 -4.0649 0.00
H 5.7910 2.4465 -2.7175 0.00
C 4.8974 -1.1525 -3.7484 0.00
H 4.9875 -2.1420 -3.2754 0.00
H 5.7405 -1.0142 -4.4394 0.00
H 3.9584 -1.1155 -4.3193 0.00
W 1.3088 0.0038 -0.2846 1.21
C 2.2920 -1.3676 1.2957 0.00
C 2.9107 -0.1096 1.4775 0.13
C 3.6349 0.7382 0.4611 0.05
C 2.9601 1.3647 -0.7992 0.07
C 3.2005 0.5638 -2.1293 0.02
C 2.4213 -0.7532 -1.9795 0.02
C 3.0618 -1.8664 -1.1734 0.01
C 2.4477 -2.3669 0.1602 0.03
C -0.2684 0.3523 -1.5983 0.03
H 1.5864 -1.6745 2.0715 0.00
H 2.7153 0.4150 2.4146 0.00
H 4.5556 0.2595 0.0699 0.01
H 4.0579 1.5919 1.0292 0.00
H 1.8374 1.6961 -0.6355 0.03
H 3.4247 2.3611 -0.8963 0.00
H 2.8258 1.1702 -2.9667 0.00
H 1.9050 -1.0944 -2.8876 0.00
H 4.1320 -1.6230 -1.0056 0.00
H 3.1452 -2.7425 -1.8487 0.00
H 1.4696 -2.8308 -0.0626 0.00
H 3.0665 -3.2168 0.5117 0.01
H -0.7132 -0.6454 -1.7591 0.01
H 0.0663 0.7521 -2.5668 0.01
H -1.0261 1.0117 -1.1512 0.01
C -1.2211 -0.7787 1.4489 0.02
C -0.2287 0.3427 1.2961 0.10
O -0.1857 1.3869 1.9555 0.19
H -0.7120 -1.7506 1.3652 0.00
H -1.9884 -0.7118 0.6619 0.00
H -1.7052 -0.7184 2.4359 0.00
```

Results
**Multiplicity**: 3
**Energy above the lowest of the compared OMol25 structures with the same formula, charge and spin**: 0.0 kcal per mole
**HOMO energy (alpha / beta)**: -13.9 / -14.2 eV
**Gap between HOMO and LUMO (alpha / beta)**: 6.39 / 6.50 eV
**Total charge**: +2
**E_LUMO (alpha / beta)**: -0.277 / -0.281 hartree

***

# 3
ORCA calculation (ωB97M-V/def2-TZVPD) on a molecular structure, C38H51GeIN3OS2ScSi4.

Geometry as XYZ:
```
102
Properties=species:S:1:pos:R:3:lowdin_spin:R:1
Sc -0.1600 0.3266 0.4421 0.05
I 0.3662 -0.9255 3.5036 0.00
C -1.7011 -0.9332 3.8013 0.00
C -2.1440 -1.1953 5.0667 0.00
C -3.5287 -1.2869 5.3163 0.00
C -4.4089 -1.1453 4.2863 0.00
C -3.9580 -0.8852 2.9688 0.00
C -4.8920 -0.7937 1.9090 0.00
C -4.4608 -0.5608 0.6402 0.00
C -3.0823 -0.3605 0.3933 0.00
C -2.1090 -0.4318 1.3663 0.00
C -2.5701 -0.7341 2.6893 0.00
H -1.4390 -1.3384 5.8746 0.00
H -3.8791 -1.4829 6.3223 0.00
H -5.4761 -1.2338 4.4584 0.00
H -5.9467 -0.9183 2.1308 0.00
H -5.1722 -0.4996 -0.1765 0.00
H -2.7977 -0.1360 -0.6331 0.00
C 4.7563 0.7919 -0.3542 0.00
Si 3.1396 1.1049 0.5791 0.00
C 2.5000 2.7074 -0.1584 0.00
C 3.5676 1.3412 2.3924 0.00
N 1.9376 -0.1588 0.3857 0.02
C 2.2883 -1.4884 0.5398 0.00
C 3.5539 -1.9758 0.9078 0.00
C 3.8459 -3.3330 0.9385 0.00
C 2.8855 -4.2718 0.6054 0.00
C 1.6038 -3.8371 0.2813 0.00
C 1.3273 -2.4884 0.2871 0.00
O 0.0566 -1.9772 0.0068 0.01
C -1.0173 -2.8664 -0.0244 0.00
C -1.6907 -3.0012 -1.2182 0.00
C -2.8240 -3.8040 -1.2647 0.00
C -3.2553 -4.4621 -0.1249 0.00
C -2.5534 -4.3174 1.0678 0.00
C -1.4255 -3.5178 1.1264 0.00
H 5.3068 1.7390 -0.3414 0.00
H 4.5668 0.5373 -1.4021 0.00
H 5.4123 0.0245 0.0554 0.00
H 3.2691 3.1505 -0.7986 0.00
H 2.2359 3.4295 0.6162 0.00
H 1.6093 2.5636 -0.7752 0.00
H 4.3824 2.0637 2.5040 0.00
H 3.8822 0.4060 2.8652 0.00
H 2.7018 1.7238 2.9375 0.00
H 4.3275 -1.2736 1.1785 0.00
H 4.8416 -3.6501 1.2253 0.00
H 3.1115 -5.3299 0.6111 0.00
H 0.8271 -4.5507 0.0395 0.00
H -1.3477 -2.4493 -2.0849 0.00
H -3.3762 -3.8965 -2.1918 0.00
H -4.1454 -5.0774 -0.1576 0.00
H -2.8982 -4.8143 1.9661 0.00
H -0.8816 -3.3693 2.0514 0.00
S -1.1829 2.2919 -0.7420 0.06
C -0.7369 3.1800 0.6946 0.01
S -0.0851 2.2899 2.0222 0.00
C -0.8857 4.5516 0.7280 0.01
C -0.5088 5.3190 1.8693 0.00
N -0.1974 5.9538 2.7799 0.00
C -1.4132 5.2666 -0.3894 0.00
N -1.8424 5.8519 -1.2854 0.00
C -3.2521 -0.9490 -3.6341 0.00
Si -1.9770 0.2712 -4.2896 0.07
C -1.7208 -0.2438 -6.0865 0.03
C -2.6962 2.0005 -4.2423 0.00
Ge 0.1771 0.2732 -3.2206 0.50
Si 1.5119 -1.6200 -3.8749 0.08
C 1.9538 -1.4169 -5.7010 0.03
C 3.1216 -1.7312 -2.9263 0.00
C 0.6119 -3.2610 -3.7025 0.00
Si 1.2965 2.2387 -4.0576 0.06
C 0.9267 2.4028 -5.9032 0.02
C 3.1560 2.0033 -3.8886 0.00
C 0.7954 3.8579 -3.2699 0.00
H -4.1736 -0.7926 -4.2058 0.00
H -3.4882 -0.8389 -2.5743 0.00
H -2.9306 -1.9801 -3.8043 0.00
H -2.6673 -0.1238 -6.6259 0.01
H -1.4309 -1.2966 -6.1479 0.00
H -0.9599 0.3486 -6.5984 0.00
H -3.7174 1.9880 -4.6372 0.00
H -2.1070 2.6861 -4.8576 0.00
H -2.7243 2.4112 -3.2304 0.00
H 2.5660 -0.5278 -5.8662 0.00
H 1.0737 -1.3452 -6.3419 0.00
H 2.5381 -2.2875 -6.0198 0.01
H 3.7464 -0.8536 -3.1087 0.00
H 3.6722 -2.6158 -3.2633 0.00
H 2.9661 -1.8178 -1.8463 0.00
H -0.3608 -3.2570 -4.2023 0.00
H 0.4573 -3.5317 -2.6548 0.00
H 1.2248 -4.0439 -4.1620 0.00
H 1.1773 1.5031 -6.4677 0.00
H 1.5281 3.2305 -6.2955 0.00
H -0.1239 2.6402 -6.0907 0.00
H 3.5162 1.2083 -4.5468 0.00
H 3.4453 1.7540 -2.8662 0.00
H 3.6686 2.9295 -4.1680 0.00
H -0.2822 4.0292 -3.3169 0.00
H 1.2967 4.6647 -3.8160 0.00
H 1.0784 3.9243 -2.2188 0.00
```

Results
**Multiplicity**: 2
**Energy above the lowest of the compared OMol25 structures with the same formula, charge and spin**: 5.7 kcal per mole
**HOMO energy (alpha / beta)**: -5.0 / -5.3 eV
**Gap between HOMO and LUMO (alpha / beta)**: 7.18 / 6.06 eV
**Total charge**: -1
**E_LUMO (alpha / beta)**: 0.080 / 0.030 hartree

***

# 4
ORCA calculation (ωB97M-V/def2-TZVPD) on 2 unconnected molecules or ions with the total composition C4H11OSi at a distorted geometry.

Geometry as XYZ:
```
17
Properties=species:S:1:pos:R:3:nbo_charge:R:1
C -0.9553 2.1395 -2.7312 0.27
C -0.1521 -1.2916 -0.8591 -1.13
C 2.0415 -0.8711 1.4987 -1.24
C -1.0353 0.2447 1.8029 -1.13
O -1.2112 1.7700 -1.6224 -0.56
Si 0.3543 -0.5559 0.8058 1.93
H -1.0969 3.2102 -2.9012 0.16
H -0.7693 1.2894 -3.4019 0.14
H -0.9032 -0.6932 -1.2953 0.29
H 0.6222 -1.2444 -1.5762 0.27
H -0.4090 -2.2743 -0.5173 0.27
H 2.0953 -1.6474 2.2930 0.31
H 2.6728 -1.2708 0.7174 0.28
H 2.6069 -0.0202 1.8980 0.31
H -1.9089 0.1727 1.2449 0.27
H -1.1379 -0.2455 2.7297 0.28
H -0.8139 1.2880 1.9144 0.29
```

Results
**Energy above the lowest of the compared OMol25 structures with the same formula, charge and spin**: 10.1 kcal per mole
**HOMO energy**: -13.6 eV
**Gap between HOMO and LUMO**: 8.26 eV
**Total charge**: +1
**E_LUMO**: -0.194 hartree